[1]
63
Properties=species:S:1:pos:R:3:forces:R:3 method="wB97M-V/def2-TZVPD" spin_multiplicity=1 total_energy_ev=-49082.722 charge=+2 homo_lumo_gap_ev="4.50 / 4.50" relative_energy_kcal_mol=0.0 homo_ev="-13.5 / -13.5"
P 5.748 0.743 -1.571 1.52 0.28 -0.05
P 5.564 -1.710 0.345 1.57 -0.36 0.03
C 7.374 0.051 -0.947 -0.33 0.30 -0.01
C 7.231 -1.388 -0.456 -0.47 -0.09 -0.02
H 7.724 0.723 -0.147 -0.03 -0.26 -0.21
H 8.082 0.107 -1.787 -0.02 0.10 0.35
H 7.332 -2.112 -1.281 0.04 0.28 0.25
H 7.990 -1.616 0.307 -0.13 -0.11 -0.33
C 5.994 -1.027 2.000 -0.35 0.05 0.07
H 5.215 -1.312 2.719 0.26 0.08 0.04
H 6.059 0.068 1.972 0.04 -0.20 0.03
H 6.959 -1.447 2.316 -0.29 0.18 0.04
C 5.834 -3.487 0.676 -0.22 -0.09 0.09
H 6.754 -3.627 1.260 -0.26 -0.10 -0.16
H 5.916 -4.014 -0.281 -0.02 0.00 0.25
H 4.974 -3.880 1.228 0.24 -0.14 -0.04
C 6.349 2.404 -2.032 -0.09 0.04 -0.10
H 5.512 2.960 -2.469 0.28 0.11 -0.01
H 7.171 2.324 -2.755 -0.16 0.22 0.18
H 6.688 2.919 -1.126 -0.05 0.01 -0.24
C 5.834 -0.073 -3.222 -0.37 0.05 0.02
H 5.700 -1.159 -3.132 0.06 0.18 -0.07
H 6.809 0.144 -3.678 -0.31 -0.13 0.02
H 5.035 0.327 -3.857 0.19 -0.13 -0.12
Zr 0.246 0.467 -0.560 -5.07 0.58 -0.92
C 1.100 -1.659 -0.062 1.13 -0.28 2.02
C 1.306 -0.904 1.091 0.47 -2.66 -0.12
C 2.612 -0.252 1.475 0.77 0.49 0.43
C 2.835 1.238 1.074 -0.81 -0.20 1.10
C 2.313 1.682 -0.268 1.54 0.31 -1.71
C 2.426 0.966 -1.456 1.68 1.30 1.22
C 2.942 -0.450 -1.489 0.43 -0.68 0.19
C 2.029 -1.687 -1.253 -0.15 0.15 -0.80
C -0.549 -0.117 -2.523 -0.03 0.54 0.20
H 0.280 -2.380 -0.088 -0.28 0.40 0.06
H 0.580 -1.013 1.906 -0.04 0.03 -0.37
H 3.473 -0.847 1.124 -0.65 0.06 -0.21
H 2.711 -0.299 2.577 -0.42 0.08 -0.48
H 2.370 1.868 1.852 0.08 -0.15 -0.34
H 3.918 1.451 1.174 -0.35 -0.03 -0.55
H 2.055 2.746 -0.320 0.07 -0.19 -0.22
H 2.335 1.487 -2.422 -0.51 -0.05 0.47
H 3.749 -0.536 -0.733 -0.45 0.10 -0.53
H 3.441 -0.605 -2.462 -0.45 0.06 0.37
H 1.476 -1.911 -2.181 -0.04 -0.07 0.48
H 2.723 -2.549 -1.131 -0.35 0.39 0.15
H -0.849 -1.169 -2.618 0.03 0.07 0.16
H 0.208 0.084 -3.299 -0.03 -0.04 0.14
H -1.434 0.501 -2.764 0.25 -0.19 0.14
C -3.108 0.530 2.661 0.42 -0.09 -0.19
Si -2.949 0.541 0.795 -2.72 -0.25 0.77
C -3.337 -1.152 0.081 0.39 0.04 0.02
C -4.131 1.801 0.078 0.33 0.13 -0.07
O -1.381 0.914 0.394 3.39 -0.10 -1.31
H -4.162 0.495 2.965 0.21 0.03 -0.13
H -2.646 1.416 3.111 -0.16 -0.11 -0.04
H -2.614 -0.356 3.076 -0.07 0.09 0.08
H -4.398 -1.402 0.241 0.36 0.10 -0.08
H -3.127 -1.190 -0.996 -0.19 -0.01 0.11
H -2.736 -1.935 0.563 -0.15 0.03 -0.03
H -3.925 2.799 0.483 -0.08 -0.13 -0.07
H -4.048 1.861 -1.012 -0.09 0.01 0.09
H -5.177 1.552 0.325 0.42 -0.03 -0.04

[2]
93
Properties=species:S:1:pos:R:3:forces:R:3 method="wB97M-V/def2-TZVPD" spin_multiplicity=1 total_energy_ev=-298693.053 charge=-2 homo_lumo_gap_ev="4.78 / 4.80" homo_ev="-1.9 / -1.9"
W -0.158 0.003 -0.080 0.10 -0.27 -1.89
F -0.718 -3.433 -3.018 -0.05 0.05 -0.04
C 0.493 -2.920 -3.279 0.25 0.15 0.08
F 0.686 -3.017 -4.605 -0.03 0.02 0.08
F 1.395 -3.732 -2.691 -0.02 -0.01 0.06
S 0.621 -1.124 -2.707 -0.33 -0.09 0.18
O 0.166 -1.637 -1.231 0.14 -0.01 0.20
O -0.454 -0.630 -3.550 0.46 -0.17 0.25
N 2.147 -1.088 -3.100 0.02 0.18 0.07
S 3.025 0.248 -2.694 0.25 -0.14 -0.19
O 0.739 0.413 -1.715 -1.34 0.27 1.03
O 2.962 1.298 -3.727 0.00 -0.01 0.11
C 4.636 -0.605 -3.152 -0.10 -0.03 0.02
F 4.740 -0.882 -4.454 -0.01 0.00 0.02
F 4.862 -1.735 -2.468 -0.06 -0.02 0.05
F 5.642 0.245 -2.843 -0.03 0.01 -0.03
O -1.003 0.863 1.743 0.02 0.07 -0.24
N -0.436 0.584 2.847 -0.30 -0.26 -0.16
N 0.245 -0.476 2.780 -0.10 0.31 -0.58
O 0.292 -1.184 1.667 0.19 -0.18 0.52
C 0.888 -0.916 3.953 0.58 -0.47 0.96
C 1.756 -1.997 3.936 -0.21 0.24 0.01
C 2.319 -2.458 5.119 0.16 0.24 -0.02
C 2.065 -1.801 6.312 -0.01 -0.07 0.06
C 1.225 -0.692 6.317 0.04 -0.04 0.13
C 0.637 -0.255 5.149 -0.39 0.34 0.03
H 2.008 -2.418 2.994 0.09 -0.46 -0.59
H 3.002 -3.300 5.093 -0.09 0.06 -0.03
H 2.521 -2.139 7.237 -0.04 -0.01 -0.08
H 1.014 -0.171 7.245 0.04 -0.03 -0.09
H -0.034 0.597 5.138 0.12 -0.13 0.13
Se -3.364 2.900 0.787 0.27 -0.02 0.49
Se -5.369 2.779 -0.099 -0.63 -0.04 -0.25
Te -3.737 0.614 -2.547 -0.17 -0.22 -0.01
Se -2.154 1.297 -0.852 0.48 0.47 -0.10
C -1.838 -1.524 0.183 0.42 0.05 0.51
C -2.862 -1.692 1.248 0.76 0.28 0.25
C -4.119 -1.104 1.265 -0.56 0.62 -0.29
C -5.075 -1.455 2.205 0.09 0.10 0.08
C -4.777 -2.397 3.193 0.30 -0.04 -0.21
C -3.479 -2.930 3.256 -0.22 0.28 0.03
C -2.546 -2.546 2.312 -0.10 -0.34 0.18
C -5.786 -2.837 4.109 0.26 0.10 -0.13
N -6.586 -3.215 4.841 -0.28 -0.11 0.26
H -2.267 -1.416 -0.801 -0.25 -0.47 -0.34
H -1.146 -2.351 0.276 -0.36 -0.43 -0.38
H -4.384 -0.335 0.538 0.09 -0.24 -0.01
H -6.046 -0.967 2.180 0.12 -0.16 0.00
H -3.216 -3.629 4.044 -0.05 0.05 -0.08
H -1.545 -2.952 2.355 0.05 -0.11 0.00
C 6.336 0.669 2.165 0.31 0.06 0.12
C 5.119 -0.051 1.666 -0.51 0.14 -0.29
C 5.076 -1.415 1.504 0.17 -0.60 -0.06
C 3.923 -2.028 0.989 0.66 0.99 0.26
C 3.887 -3.506 0.802 -0.23 -0.50 -0.11
C 2.835 -1.246 0.665 -0.57 0.39 -0.26
C 2.768 0.173 0.866 -0.26 0.26 0.62
C 3.997 0.709 1.344 -0.86 0.40 0.04
N 1.536 0.936 0.732 1.58 -0.08 0.13
C 1.591 2.471 0.716 0.22 -0.44 0.54
C 2.585 3.045 -0.296 0.32 -0.38 -0.40
C 2.570 4.578 -0.290 -0.01 0.09 0.08
C 2.866 5.088 1.133 -0.07 0.15 -0.09
C 1.767 4.609 2.093 0.13 0.16 0.21
C 0.404 5.097 1.624 -0.28 0.11 0.21
C 0.159 4.525 0.238 -0.39 0.55 0.01
C 1.192 5.079 -0.733 0.11 0.07 -0.17
C 0.248 3.014 0.266 -0.26 -0.29 -0.90
C 1.747 3.081 2.142 0.19 -0.66 0.17
H 7.032 -0.021 2.652 -0.04 0.07 -0.05
H 6.069 1.452 2.884 0.02 -0.13 -0.07
H 6.869 1.159 1.342 -0.04 -0.08 0.06
H 5.950 -2.016 1.748 -0.10 0.00 0.02
H 4.299 -4.017 1.682 -0.07 0.02 -0.14
H 4.473 -3.814 -0.069 -0.02 0.04 0.05
H 2.859 -3.856 0.639 0.22 0.03 0.05
H 2.013 -1.824 0.266 -0.20 0.35 -0.12
H 4.109 1.764 1.546 -0.27 0.05 -0.07
H 2.268 2.658 -1.279 0.23 0.17 0.17
H 3.613 2.709 -0.141 -0.12 -0.06 0.02
H 3.340 4.933 -0.986 -0.06 -0.01 0.10
H 2.896 6.190 1.135 0.04 -0.20 0.00
H 3.848 4.729 1.470 -0.09 0.03 -0.04
H 1.959 4.997 3.106 0.06 -0.10 -0.15
H 0.344 6.199 1.612 0.06 -0.24 0.00
H -0.370 4.725 2.317 0.13 0.16 -0.14
H -0.856 4.776 -0.097 0.14 0.01 0.04
H 1.150 6.181 -0.741 0.06 -0.20 -0.01
H 0.981 4.727 -1.751 0.04 0.07 0.14
H 0.062 2.716 -0.782 0.08 -0.13 0.59
H -0.500 2.606 0.944 -0.21 0.41 -0.30
H 0.888 2.735 2.748 0.31 0.14 -0.19
H 2.645 2.733 2.660 0.03 -0.13 -0.12

[3]
26
Properties=species:S:1:pos:R:3:forces:R:3 method="wB97M-V/def2-TZVPD" spin_multiplicity=1 total_energy_ev=-13743.240 charge=+2 homo_lumo_gap_ev=6.81 relative_energy_kcal_mol=18.4 homo_ev=-15.6
N 0.326 -2.228 -1.500 0.47 -1.54 -0.82
H -0.433 -2.875 -1.343 -0.53 -0.23 0.04
H 0.448 -2.019 -2.481 0.39 -1.05 -0.45
H 1.150 -2.638 -1.084 0.61 -0.08 0.08
H 0.123 -1.305 -1.145 -0.64 1.71 1.66
Ba -0.554 1.132 -3.286 -0.19 1.12 1.04
O -0.313 0.155 -0.861 -1.24 -0.18 -2.05
H -1.268 0.177 -0.657 0.38 -1.00 0.38
C -2.855 2.233 -0.152 -1.49 0.11 0.18
O -1.619 2.407 -0.820 0.29 0.34 -1.15
H -2.837 2.361 0.931 0.63 -0.09 -0.01
H -3.595 2.957 -0.494 0.24 -0.02 -0.31
H -3.226 1.236 -0.388 -0.39 -0.17 0.19
H -1.128 1.606 -0.625 0.83 0.83 0.73
C 0.339 -1.401 2.590 0.42 -0.25 1.49
O -0.517 -1.393 1.496 -1.23 -0.68 -1.39
H 0.303 -0.466 3.148 0.56 0.28 -0.35
H -0.017 -2.113 3.335 -0.36 -0.26 -0.33
H 1.332 -1.771 2.335 0.29 0.52 -0.01
H -0.277 -0.776 0.800 0.47 0.35 0.73
C 2.809 0.718 0.017 0.01 0.20 0.98
O 1.632 1.390 0.378 -0.60 0.70 -0.33
H 2.664 0.056 -0.837 0.13 -0.12 -0.43
H 3.556 1.485 -0.182 0.28 -0.43 -0.11
H 3.067 0.110 0.884 0.67 -0.17 -0.20
H 0.890 0.963 -0.057 0.01 0.09 0.41

[4]
92
Properties=species:S:1:pos:R:3:forces:R:3 method="wB97M-V/def2-TZVPD" spin_multiplicity=1 total_energy_ev=-362282.824 charge=+1 homo_lumo_gap_ev=6.75 relative_energy_kcal_mol=12.0 homo_ev=-9.7
Ca 0.295 0.321 0.717 -0.47 0.50 0.60
Br 3.771 -2.326 6.211 0.09 -0.11 0.17
C 3.011 -1.370 4.796 -0.01 -0.02 0.08
C 3.626 -1.354 3.561 0.05 0.01 -0.15
C 3.000 -0.657 2.544 -0.29 0.14 -0.04
N 1.849 0.008 2.705 0.30 -0.11 0.21
C 1.281 -0.002 3.920 -0.26 0.22 -0.28
C 1.823 -0.690 4.990 -0.07 -0.01 0.10
C -0.002 0.771 4.053 0.20 -0.15 -0.44
C -0.466 1.185 5.288 0.03 -0.01 0.11
C -1.644 1.909 5.339 0.01 -0.01 0.07
Br -2.306 2.477 6.990 -0.08 0.08 0.22
C -2.321 2.219 4.177 -0.06 0.02 -0.10
C -1.782 1.774 2.984 0.28 -0.25 -0.19
N -0.649 1.055 2.908 -0.25 0.23 0.46
H 4.554 -1.879 3.384 -0.03 0.02 0.01
H 3.419 -0.641 1.546 -0.02 0.03 0.01
H 1.327 -0.726 5.949 0.02 0.00 -0.01
H 0.080 0.970 6.195 -0.03 0.02 -0.02
H -3.238 2.791 4.189 0.04 -0.02 0.01
H -2.263 2.006 2.038 0.08 -0.04 0.04
C 1.906 4.632 0.429 0.00 0.03 0.10
C 1.253 3.504 0.933 -0.24 -0.20 -0.11
N 0.604 2.638 0.170 0.37 0.56 -0.40
C 0.577 2.851 -1.174 -0.15 -0.46 0.07
C 1.198 3.953 -1.766 0.05 0.26 -0.10
C 1.873 4.851 -0.921 0.06 0.15 -0.17
C 1.137 4.150 -3.192 0.09 0.13 0.23
C 0.496 3.267 -3.974 -0.18 -0.23 -0.08
C -0.127 2.097 -3.407 0.02 0.15 -0.27
C -0.768 1.136 -4.208 0.03 0.10 -0.18
C -1.312 0.024 -3.629 -0.06 -0.09 0.01
C -1.211 -0.123 -2.242 0.06 0.09 0.17
N -0.631 0.767 -1.459 0.08 0.24 -0.65
C -0.093 1.874 -2.031 0.06 0.00 0.46
H 2.422 5.304 1.101 -0.02 -0.02 -0.03
H 1.255 3.300 1.999 0.01 -0.04 -0.02
H 2.368 5.715 -1.352 -0.02 -0.04 0.01
H 1.616 5.024 -3.617 -0.01 -0.04 0.05
H 0.446 3.413 -5.047 -0.01 -0.04 0.05
H -0.815 1.283 -5.281 0.01 0.00 0.05
H -1.804 -0.738 -4.217 0.01 0.02 0.01
H -1.622 -1.000 -1.754 0.03 0.03 0.02
Br -7.560 -0.974 1.514 -0.21 -0.05 0.06
C -5.809 -0.581 0.982 -0.06 0.05 0.00
C -4.822 -1.539 1.077 0.17 -0.08 -0.03
C -3.541 -1.175 0.688 0.07 0.16 -0.02
N -3.209 0.038 0.231 -0.14 -0.37 0.26
C -4.195 0.933 0.115 0.25 0.22 -0.26
C -5.507 0.673 0.485 -0.01 0.14 -0.05
C -3.824 2.255 -0.498 -0.02 -0.22 0.16
C -4.632 2.820 -1.479 -0.04 -0.13 0.01
C -4.232 4.017 -2.040 0.00 -0.01 0.00
Br -5.261 4.808 -3.389 -0.13 0.09 -0.16
C -3.068 4.626 -1.612 0.11 0.04 0.05
C -2.341 3.984 -0.624 -0.02 -0.13 0.14
N -2.693 2.819 -0.077 0.04 0.20 -0.05
H -5.033 -2.536 1.440 0.03 0.05 -0.02
H -2.742 -1.908 0.744 -0.01 0.07 -0.02
H -6.272 1.434 0.402 0.03 -0.01 -0.02
H -5.531 2.323 -1.820 0.04 0.01 0.04
H -2.735 5.568 -2.027 -0.02 -0.04 0.01
H -1.423 4.431 -0.255 -0.07 -0.01 0.03
N 4.006 -8.252 -4.115 -0.03 0.08 0.05
C 3.641 -7.315 -3.560 -0.12 0.31 0.18
C 3.178 -6.129 -2.859 0.20 -0.41 -0.21
C 1.917 -5.612 -3.136 -0.08 0.05 -0.01
C 1.479 -4.484 -2.460 -0.06 -0.13 -0.07
C 2.296 -3.867 -1.523 0.01 0.17 0.08
C 3.558 -4.386 -1.253 0.04 -0.04 -0.05
C 3.999 -5.519 -1.915 0.04 0.00 0.02
C 1.810 -2.651 -0.799 0.00 -0.02 -0.09
C 0.871 -2.904 0.212 -0.04 0.23 -0.11
C 0.531 -4.181 0.728 -0.01 -0.09 0.07
C -0.354 -3.971 1.765 -0.03 0.10 -0.04
C -0.539 -2.572 1.826 0.05 -0.07 0.04
N 0.177 -1.921 0.909 -0.10 -1.11 0.14
C 2.372 -1.431 -1.201 -0.13 -0.03 0.37
C 3.328 -1.285 -2.241 0.09 0.05 -0.13
C 3.734 0.027 -2.235 -0.06 0.04 0.05
C 3.011 0.642 -1.184 -0.02 0.02 0.06
N 2.185 -0.194 -0.561 0.58 -0.37 -0.55
H 1.285 -6.095 -3.871 0.04 0.02 0.03
H 0.493 -4.081 -2.661 0.04 0.00 0.01
H 4.193 -3.901 -0.521 -0.03 -0.01 -0.03
H 4.976 -5.935 -1.706 -0.03 0.01 -0.01
H 0.926 -5.127 0.386 -0.04 0.07 0.03
H -0.818 -4.712 2.399 0.04 0.04 -0.02
H -1.175 -2.030 2.520 0.04 -0.03 -0.04
H 3.664 -2.071 -2.901 -0.02 0.05 0.03
H 4.456 0.500 -2.883 -0.02 -0.01 0.04
H 3.102 1.674 -0.862 -0.04 -0.05 -0.04

[5]
20
Properties=species:S:1:pos:R:3:forces:R:3 method="wB97M-V/def2-TZVPD" spin_multiplicity=1 total_energy_ev=-10401.339 homo_lumo_gap_ev="7.85 / 7.25" relative_energy_kcal_mol=163.4 homo_ev="-7.1 / -7.0"
C 1.381 0.734 0.282 0.73 -0.11 -0.01
C 0.280 -1.718 -0.723 0.07 0.17 0.16
C -1.707 -1.520 0.868 -0.03 0.00 -0.10
C 1.245 2.005 1.054 -0.15 0.05 -0.07
N -0.320 1.140 -0.930 -0.68 0.60 0.20
C -0.781 -0.846 -0.099 -0.34 0.06 -0.38
O -0.582 1.912 -2.073 0.02 -0.64 0.10
N -1.229 0.259 -0.702 0.41 -0.17 0.24
H -1.294 1.439 -2.538 0.15 0.12 -0.03
H 2.074 0.732 -0.551 -0.02 0.07 -0.01
H 1.487 -0.156 0.891 -0.18 -0.11 -0.06
H 0.825 -1.213 -1.518 -0.02 0.08 0.04
H 1.007 -2.079 0.011 -0.01 -0.04 -0.03
H -2.581 -0.901 1.068 0.05 -0.03 -0.03
H -1.189 -1.697 1.816 -0.03 0.01 -0.04
H -2.032 -2.500 0.497 0.02 0.04 0.03
H -0.213 -2.599 -1.155 0.03 0.04 0.11
H 1.231 2.879 0.403 0.01 -0.05 0.00
H 0.319 2.012 1.635 0.06 -0.02 -0.02
H 2.078 2.116 1.763 -0.07 -0.06 -0.09

[6]
13
Properties=species:S:1:pos:R:3:forces:R:3 method="wB97M-V/def2-TZVPD" spin_multiplicity=1 total_energy_ev=-7795.539 homo_lumo_gap_ev=9.11 relative_energy_kcal_mol=94.7 homo_ev=-9.3
O -1.112 -0.582 -2.438 0.08 0.04 0.23
C -0.644 -0.273 -1.335 -0.04 -0.01 -0.01
C -1.751 0.147 -0.519 0.08 -0.11 -0.12
C 0.056 0.099 1.343 0.08 -0.08 0.00
C 1.094 0.358 0.258 0.02 0.07 0.13
N 0.664 -0.250 -0.992 -0.13 0.03 -0.16
H -0.918 0.542 1.044 0.02 0.00 0.10
H -2.249 -0.736 -0.090 0.07 0.06 -0.12
H 0.316 0.610 2.273 0.03 -0.07 -0.09
H -0.064 -0.970 1.538 0.01 0.17 -0.03
H 1.239 1.441 0.138 -0.02 -0.13 0.00
H 2.056 -0.077 0.546 -0.13 0.06 -0.05
H 1.312 -0.309 -1.767 -0.07 -0.03 0.11